# 1
DFT (wB97M-V/def2-TZVPD) results for C10H11PS in the gas phase at a distorted geometry.

HOMO-LUMO gap in Eh: 0.3027
Lowest unoccupied orbital energy in Eh: 0.01158
E_HOMO in eV: -7.92
Net charge: 0
Max |F| in hartree/bohr: 0.0600
Spin multiplicity: 1
Energy above the lowest of the compared OMol25 structures with the same formula, charge and spin in kcal per mole: 62.9

```
23
Properties=species:S:1:pos:R:3:mulliken_charge:R:1
C 0.8418 2.7265 -1.0579 -0.788
C -0.4243 3.0284 -1.3922 -0.625
C -1.3806 1.9387 -1.6266 -0.264
S -1.0200 0.8354 -3.0120 -0.157
C -0.8779 0.5548 -1.2325 -0.347
C 0.3488 0.4130 -0.3877 0.331
P 0.9945 -1.0827 0.6611 -0.090
C 0.6380 -0.1512 2.3615 -0.770
C -0.7940 -0.7212 2.7368 -0.211
C -1.3932 -1.5483 1.8482 -0.500
C -0.5207 -2.2340 0.8099 -0.735
C 1.1968 1.5041 -0.3833 -0.370
H 1.5591 3.4428 -1.0095 0.456
H -0.7476 4.0132 -1.6060 0.407
H -2.4341 2.0529 -1.6379 0.546
H -1.6066 -0.1148 -0.9532 0.484
H 0.6067 0.9999 2.4121 0.292
H 1.4127 -0.3976 3.0092 0.522
H -1.2940 -0.2439 3.6078 0.327
H -2.3779 -1.9047 1.9942 0.449
H -0.0539 -3.1425 1.3403 0.304
H -1.0421 -2.4876 -0.1409 0.391
H 2.2210 1.4272 -0.0636 0.349
```



# 2
DFT (wB97M-V/def2-TZVPD) results for a molecular structure, C44H36AsBr4N2O3S4Tl at a distorted geometry.

HOMO-LUMO gap (alpha / beta) in Eh: 0.1778 / 0.2220
Lowest unoccupied orbital energy (alpha / beta) in Eh: 0.08773 / 0.12351
E_HOMO (alpha / beta) in eV: -2.45 / -2.68
Net charge: -2
Max |F| in hartree/bohr: 0.0919
Spin multiplicity: 1

```
95
Properties=species:S:1:pos:R:3:mulliken_charge:R:1
Tl 2.1855 -3.1187 0.4500 0.762
Br 3.9058 -7.8134 -4.4280 -0.181
C 3.5056 -7.3686 -2.6191 0.234
C 2.5757 -8.2259 -1.9745 -0.162
Br 2.5220 -10.0256 -2.6773 -0.184
C 1.7845 -7.5738 -1.0396 0.279
Br 0.3280 -8.6486 -0.6495 -0.191
C 2.1997 -6.4403 -0.3627 0.445
O 1.4613 -5.7402 0.4314 -0.464
C 3.6321 -5.9627 -0.6380 0.629
O 4.1208 -5.2299 0.2726 -0.691
C 4.1625 -6.4165 -1.9281 -0.531
Br 5.7553 -5.6102 -2.5368 -0.156
O 0.5641 -2.8189 2.3351 -0.860
C -0.4489 -3.1061 3.0827 3.587
C -0.6668 -1.9367 4.0811 -0.713
C 0.1953 -1.6725 5.2068 -0.272
C -0.2129 -0.5955 5.9828 -0.859
C -1.4248 -0.1947 5.5178 -0.381
S -2.1083 -0.9385 4.1387 0.016
C 0.0100 -4.2529 3.9511 -0.859
C 1.0277 -5.1807 3.7260 -0.324
C 1.3993 -5.9453 4.8578 -0.569
C 0.5295 -5.7252 5.9164 -0.451
S -0.8133 -4.7951 5.4104 -0.077
C -1.7514 -3.4854 2.4348 -0.575
C -2.3590 -2.4823 1.7191 -0.941
C -3.6761 -2.8022 1.4037 -0.639
C -3.9797 -4.0726 1.6374 -0.574
S -2.5986 -4.9558 2.3093 -0.115
H 1.0821 -2.2770 5.4699 0.414
H 0.3026 -0.2738 6.9082 0.339
H -2.0721 0.5360 5.9205 0.476
H 1.7474 -5.0909 2.8995 0.119
H 2.0868 -6.8066 4.8466 0.324
H 0.6412 -6.1062 6.9320 0.392
H -1.8539 -1.5424 1.4514 0.874
H -4.3926 -2.0603 0.9144 0.242
H -4.9145 -4.5866 1.4801 0.434
S -1.1091 -1.5393 -2.9583 -0.459
C -0.1552 -2.2706 -1.8783 0.447
N 0.5943 -2.9996 -1.2654 -0.722
C -3.0681 6.0972 -5.6093 -1.522
C -2.6283 5.1808 -4.4978 0.200
C -1.6968 5.6951 -3.5228 -0.906
C -1.2028 4.9840 -2.4565 0.564
C -0.2790 5.6853 -1.5338 -1.348
C -1.6604 3.6818 -2.2978 1.012
As -0.4269 2.3438 -1.2856 0.888
N 1.1018 2.8522 -2.4026 -0.540
C 1.8661 1.9435 -3.0128 0.101
C 2.1451 0.5873 -2.6617 0.037
C 2.9325 -0.2046 -3.4289 -0.669
C 3.5366 0.2842 -4.5687 -0.385
C 3.2415 1.5568 -4.9926 -0.494
C 2.5033 2.3833 -4.2115 -0.304
C -0.2404 3.0955 0.5583 0.739
C 1.0369 3.5900 1.0723 0.465
C 2.3602 3.7202 0.3103 -1.566
C 1.0189 3.9307 2.4355 -0.764
C -0.0879 3.9064 3.2897 0.764
C -0.1222 4.6886 4.5783 -1.361
C -1.2652 3.3529 2.7676 -0.625
C -1.3556 3.0033 1.3828 0.511
C -2.5802 2.3744 0.8103 -1.457
C -2.5229 3.0391 -3.2410 0.478
C -3.0274 1.5700 -3.1313 -1.087
C -3.0103 3.8401 -4.2776 -0.921
H -3.5384 7.0365 -5.2575 0.301
H -3.7157 5.6512 -6.3524 0.378
H -2.2325 6.4866 -6.2085 0.324
H -1.4705 6.7108 -3.6038 0.445
H -0.8542 5.7089 -0.5694 0.230
H -0.1167 6.6948 -1.8466 0.419
H 0.6133 5.1135 -1.4970 0.067
H 1.8081 0.1462 -1.7392 0.508
H 3.0946 -1.2623 -3.0890 0.332
H 4.3492 -0.2305 -5.0520 0.382
H 3.6890 1.8637 -5.9388 0.317
H 2.4575 3.4361 -4.4789 0.370
H 3.0491 2.9575 0.6768 0.410
H 2.8821 4.7468 0.5455 0.302
H 2.3282 3.7139 -0.7519 0.203
H 1.9870 4.2856 2.8729 0.163
H -0.7967 5.5768 4.5277 0.291
H 0.8984 5.1342 4.7742 0.340
H -0.4097 4.0580 5.4599 0.285
H -2.2176 3.4108 3.3388 0.187
H -3.5265 2.6426 1.3370 0.438
H -2.5349 1.2641 0.5912 0.228
H -2.8519 2.8082 -0.1843 0.203
H -2.3240 0.7917 -3.4548 0.021
H -3.8848 1.4864 -3.8611 0.333
H -3.3233 1.3447 -2.1312 0.247
H -3.7100 3.3931 -4.9131 0.405
```



# 3
DFT (wB97M-V/def2-TZVPD) results for 2 unconnected molecules or ions with the total composition C3H5ClO at a distorted geometry.

HOMO-LUMO gap in Eh: 0.3710
Lowest unoccupied orbital energy in Eh: 0.02542
E_HOMO in eV: -9.40
Net charge: 0
Max |F| in hartree/bohr: 0.0493
Spin multiplicity: 1
Energy above the lowest of the compared OMol25 structures with the same formula, charge and spin in kcal per mole: 45.2

```
10
Properties=species:S:1:pos:R:3:mulliken_charge:R:1
O 0.9038 -0.4972 0.4500 -0.506
C 0.1246 -0.0156 -0.3345 0.514
C -1.0021 -0.2899 -1.2329 -0.504
C -0.4162 1.1326 -1.0557 -0.438
H -1.9340 -0.2533 -0.6710 0.208
H -0.9155 -0.9061 -2.1145 0.273
H 0.2556 1.5723 -1.8073 0.253
H -1.1470 1.7426 -0.4523 0.205
Cl 2.1944 -1.8845 3.8334 -0.268
H 1.9364 -0.6010 3.3849 0.263
```